{
  "formula": "C24H38O40S9",
  "method": "wB97M-V/def2-TZVPD",
  "e_tot_ev": -204909.827,
  "molar_mass_g_mol": 1255.13,
  "orbital_gap_ev": 5.3,
  "total_charge": -2,
  "species": ["S", "O", "O", "O", "H", "H", "O", "H", "H", "O", "O", "C", "C", "O", "H", "H", "H", "O", "C", "H", "S", "C", "O", "S", "O", "O", "H", "H", "H", "S", "O", "C", "C", "H", "C", "O", "S", "O", "O", "H", "O", "O", "S", "O", "O", "H", "O", "H", "H", "H", "H", "H", "C", "C", "O", "O", "H", "H", "H", "O", "O", "C", "H", "H", "H", "O", "C", "C", "O", "C", "S", "C", "S", "C", "H", "O", "H", "O", "H", "O", "H", "O", "C", "C", "H", "H", "O", "H", "O", "O", "O", "O", "C", "O", "O", "C", "H", "O", "H", "S", "H", "C", "O", "O", "C", "C", "H", "H", "C", "H", "C"],
  "xyz": [[1.056, 5.873, 2.856], [-4.102, 1.119, -4.488], [5.649, -2.116, -1.630], [3.227, 3.586, 1.441], [-4.298, -6.806, -1.026], [-0.794, -3.633, 2.723], [2.344, 5.747, 3.473], [-1.793, 1.864, -2.497], [-3.189, -6.002, -0.069], [-4.437, -1.891, -0.136], [0.221, 4.503, 2.963], [4.971, -0.876, 1.435], [1.434, -0.175, -0.912], [1.947, -3.180, 2.614], [-3.988, 0.052, -2.737], [3.497, 3.050, -2.267], [-7.455, -2.539, 0.525], [-2.249, 2.306, -5.679], [-3.781, -4.871, -1.825], [5.210, -0.177, 2.236], [6.393, -1.501, -0.576], [5.737, -2.151, 1.799], [0.578, -4.464, 1.319], [5.470, 1.066, -3.539], [1.106, 5.788, 1.224], [-2.779, 2.581, 3.827], [-4.854, -4.687, -1.765], [6.486, -1.874, 2.556], [-3.540, -0.080, 3.631], [-4.371, 3.010, 3.730], [6.867, 1.049, -3.878], [0.977, 1.083, -0.564], [-0.963, -1.125, -0.576], [0.236, 4.513, -0.102], [-0.031, 5.117, 0.768], [-2.282, -6.714, -1.755], [-3.476, 2.564, -4.986], [-2.586, 0.413, 0.221], [-3.365, -2.014, 2.079], [5.991, 3.734, -3.952], [0.613, -2.364, -1.619], [-4.779, -3.958, 1.179], [-2.162, -6.161, -3.273], [6.473, -2.527, 0.698], [-4.813, 1.493, 3.428], [3.893, -1.022, 1.381], [-0.703, 2.488, 0.181], [-3.319, -3.944, -1.483], [-1.612, 4.221, 1.781], [0.725, -1.649, 3.069], [-4.009, 0.340, 1.965], [4.281, 4.219, -4.296], [-0.372, 1.321, -0.108], [4.935, 3.466, -3.863], [0.183, 6.966, 3.204], [-4.894, 3.424, 4.990], [-3.143, 2.076, -1.577], [-0.812, -3.047, 1.040], [1.755, 2.235, 0.993], [5.304, 1.947, -2.150], [7.703, -0.948, -0.885], [-1.423, 0.154, -0.133], [-1.584, 1.100, 2.744], [2.261, 3.176, -0.409], [-6.337, -4.629, 0.199], [4.749, -0.145, -3.542], [-0.534, 4.091, 1.829], [3.744, 1.766, 0.034], [2.620, -3.552, 0.200], [4.570, 3.136, -2.421], [-4.444, -2.338, 1.216], [0.865, -2.313, 2.220], [4.641, 3.017, 2.020], [0.371, -1.281, -1.039], [-1.689, -1.920, -0.653], [-4.459, 3.860, 2.577], [5.007, 3.958, -1.846], [-3.256, 3.007, -3.488], [-6.476, -4.942, 1.957], [-3.417, -5.175, -3.175], [4.351, 2.261, -0.725], [-4.527, 3.358, -5.530], [-3.694, 0.735, 2.926], [-6.898, -2.867, 1.402], [3.470, 0.757, -0.267], [-0.180, 3.122, 1.491], [2.660, -0.392, -1.068], [1.627, 1.947, -0.622], [-5.894, -2.013, 1.881], [4.542, 2.839, 3.448], [4.541, 1.628, 1.224], [-2.386, -7.260, -4.177], [-6.175, -4.222, 1.200], [2.888, -5.386, 1.875], [-0.962, -5.394, -3.374], [-2.877, 1.958, -2.628], [5.087, -2.922, 2.218], [5.479, -0.370, 0.202], [-7.666, -3.044, 2.155], [2.206, -4.207, 1.403], [-2.471, 0.142, -3.749], [2.610, 2.704, 0.510], [4.703, 2.184, -4.410], [5.748, 3.813, 1.573], [-2.499, 1.686, 2.761], [-3.423, -6.156, -1.126], [-2.597, 2.029, 1.727], [1.145, -1.679, 1.376], [-0.177, -3.410, 1.849], [-0.799, 5.812, 0.423], [-3.350, 0.662, -3.370]],
  "mulliken_charge": [1.14, -0.46, -0.53, -0.27, 0.28, 0.29, -0.51, -0.06, 0.28, -0.39, -0.41, 0.22, -0.18, -0.48, 0.04, 0.14, 0.26, -0.55, 0.30, 0.15, 1.35, -0.34, -0.33, 1.05, -0.38, -0.54, 0.10, 0.30, 0.20, 1.05, -0.59, 0.65, -0.67, 0.15, -0.22, -0.34, 1.05, -1.08, -0.51, 0.37, -0.82, -0.34, 1.05, -0.45, -0.37, -0.12, -0.74, -0.10, 0.22, 0.43, -0.42, 0.36, -0.51, -0.56, -0.64, -0.59, 0.04, -0.44, 0.77, -0.25, -0.63, 0.84, 0.48, 0.25, 0.21, -0.45, 1.04, 0.63, -0.28, -0.32, 1.25, 0.20, 1.19, 0.34, 0.48, -0.54, 0.29, -0.37, 0.30, -0.36, 0.34, -0.56, 0.55, -0.39, 0.06, -0.50, -0.66, 0.01, -0.33, -0.66, -0.12, -0.59, -0.33, -0.66, -0.44, 0.42, 0.25, -0.29, 0.30, 0.96, 0.35, -1.09, -0.37, -0.68, 0.06, -0.23, 0.31, -0.31, 0.61, 0.35, 0.12]
}

=====

{
  "formula": "C24H39AlN2O6",
  "method": "wB97M-V/def2-TZVPD",
  "e_tot_ev": -47384.543,
  "relative_energy_kj_mol": 144.2,
  "molar_mass_g_mol": 478.57,
  "orbital_gap_ev": 3.4,
  "total_charge": -2,
  "species": ["H", "H", "H", "H", "H", "H", "H", "C", "H", "H", "C", "N", "H", "O", "H", "H", "O", "C", "H", "H", "C", "H", "H", "O", "C", "O", "H", "C", "H", "H", "C", "H", "C", "C", "H", "H", "H", "H", "H", "H", "H", "C", "H", "H", "H", "C", "C", "C", "H", "C", "O", "H", "C", "H", "Al", "H", "H", "C", "H", "C", "C", "H", "C", "O", "C", "C", "C", "H", "C", "N", "C", "H"],
  "xyz": [[-1.027, 1.246, 4.364], [-4.317, -2.205, 3.639], [-2.182, -2.084, -3.503], [2.477, 0.662, -3.245], [0.377, -1.285, 0.593], [3.488, 0.909, -0.658], [1.583, 2.677, 3.641], [1.175, 2.016, 2.866], [5.011, 1.909, -4.438], [-3.952, -4.682, -1.418], [-4.089, -0.078, 3.368], [-0.231, 0.713, 0.475], [2.019, -0.894, 4.518], [-4.707, -0.394, -0.674], [-4.581, -3.105, -1.936], [0.391, 1.561, 5.395], [0.994, 3.534, -2.344], [4.424, 1.074, -4.044], [-1.511, -2.300, 0.126], [4.349, 0.316, -4.828], [-3.583, -2.140, 0.545], [5.396, 5.024, -2.492], [2.917, -0.096, 3.212], [-3.244, -2.086, 1.917], [2.457, 0.789, -0.345], [-2.780, 0.060, 0.368], [2.654, 0.748, 4.750], [-0.058, 0.859, 4.680], [-5.257, -1.527, 2.299], [3.808, 3.827, -4.031], [0.150, 1.588, -0.402], [-2.325, -3.830, 0.413], [-2.240, -1.844, -2.435], [-2.412, -2.873, -0.111], [5.730, 3.278, -2.500], [-0.261, -0.086, 5.196], [-4.523, -2.676, 0.396], [2.955, 4.578, -2.703], [-0.596, 2.304, -0.740], [0.264, 2.478, 2.476], [-4.531, 1.017, 1.747], [-3.756, -0.717, 0.016], [-1.364, -5.019, -1.405], [0.403, -1.373, 2.905], [-3.065, -1.146, -2.290], [1.462, 1.677, -0.936], [2.127, -0.100, 0.600], [3.662, 3.786, -2.945], [-0.316, -3.609, -1.636], [-2.434, -3.132, -1.624], [-4.920, 0.861, 2.632], [2.488, 1.909, -4.492], [2.198, 0.065, 4.021], [-1.315, -1.336, -2.143], [-1.681, 0.117, 1.831], [-3.694, -4.127, -3.084], [4.839, 3.996, -1.154], [0.691, -0.314, 1.018], [-1.212, -4.278, -3.011], [3.033, 1.524, -3.616], [-4.286, -1.499, 2.813], [1.898, 1.960, 2.050], [-1.262, -4.068, -1.938], [-2.720, 0.278, 3.181], [1.743, 2.644, -1.937], [4.991, 4.039, -2.235], [0.880, 0.639, 3.480], [4.962, 0.644, -3.195], [0.229, -0.375, 2.489], [3.075, 2.509, -2.544], [-3.746, -3.803, -2.039], [2.880, -0.735, 1.055]],
  "mulliken_charge": [0.37, 0.41, 0.51, 0.31, -0.14, 0.38, 0.57, -1.93, 0.26, 0.36, -2.01, 0.43, 0.40, -0.74, 0.35, 0.45, -0.78, -1.23, -1.45, 0.44, 0.51, 0.41, 0.36, -0.25, -0.21, -0.03, 0.43, -1.88, 0.40, 0.38, -0.98, 0.57, -1.68, -0.22, 0.23, 0.36, 0.48, 0.42, 0.48, 0.25, 0.22, 0.40, 0.42, 0.60, 0.33, 0.22, -1.52, -0.71, 0.33, 2.77, -0.13, 0.40, -1.90, 0.25, -0.48, 0.49, 0.25, 0.32, 0.46, -0.48, -0.65, 0.38, -1.94, 1.10, -0.08, -1.16, 2.22, 0.26, -0.45, 0.62, -2.05, 0.51]
}